DFT (ωB97M-V/def2-TZVPD) results for a cluster of 2 separate species, C4H7NO2 in total in a non-equilibrium geometry.

Atoms and positions in Å:
O -1.68371 -0.41596 1.57114
C -1.34955 -0.17324 0.21345
C 0.14071 -0.38659 0.07954
C 0.99879 0.73628 0.59656
N 0.53281 -1.52891 -0.33098
C 0.13379 0.96454 -2.32007
O 0.95078 0.58611 -3.01654
H -1.34769 -1.30059 1.77344
H -1.90368 -0.83201 -0.47056
H -1.61421 0.86761 0.00464
H 0.72536 0.93491 1.63964
H 2.06385 0.49598 0.52534
H 1.55222 -1.59860 -0.29520
H 0.80053 1.65046 0.02961

- LUMO (eV) = 0.71
- Kohn-Sham gap (eV) = 10.76
- energy above the lowest of the compared OMol25 structures with the same formula, charge and spin (kJ/mol) = 165.18
- spin multiplicity = 1
- HOMO energy (eV) = -10.0